[1]
The following is a quantum chemistry calculation of C25H44CdCl3N4O3Si as an isolated structure in a non-equilibrium geometry, from the Open Molecules 2025 dataset.

Structure (XYZ):
```
81
Properties=species:S:1:pos:R:3
Cd -1.09 2.36 1.58
Cl -3.47 2.62 0.92
Cl -0.66 0.56 0.06
Cl 1.17 3.49 1.05
Si -0.21 1.13 -2.25
O 0.01 -0.68 -2.34
O -1.38 3.77 3.42
O 3.57 -0.50 1.01
N 3.17 -1.48 -1.03
N -0.77 5.96 3.11
N -0.13 0.49 2.77
N 1.20 0.29 2.85
C 0.28 -1.29 4.07
C -1.99 -3.77 0.96
C -0.73 -0.52 3.43
C 0.52 5.84 3.76
C -1.25 7.29 2.76
C -0.72 -3.91 1.52
C -0.95 0.68 -3.90
C 2.87 -0.99 4.08
C -1.02 -2.37 -0.81
C -2.17 -0.79 3.35
C 1.50 -0.74 3.67
C -1.27 2.82 -1.89
C 1.43 2.10 -2.37
C -0.99 -3.93 -3.20
C 0.19 -2.43 -0.13
C 3.58 -1.51 0.28
C -1.24 -2.61 -3.34
C 0.37 -3.23 1.00
C 3.19 -0.23 -1.74
C -1.62 4.92 3.00
C -1.53 -5.01 -4.09
C -1.87 -2.08 -4.60
C -1.11 -1.63 -2.15
C 3.13 -2.70 -1.83
C -2.12 -3.00 -0.20
H 1.37 3.03 -2.96
H -0.23 0.00 -4.39
H 3.15 -0.35 4.94
H 0.38 5.39 4.76
H -0.51 7.83 2.16
H -1.87 0.14 -3.64
H 3.57 -0.80 3.25
H -2.34 2.61 -1.66
H 0.92 6.85 3.89
H -2.82 -1.56 -4.39
H -2.64 -0.20 2.55
H -2.17 7.13 2.20
H 1.87 0.81 2.28
H 3.92 -2.51 0.62
H -2.87 -4.28 1.37
H -1.22 -1.40 -5.17
H -2.56 5.17 2.51
H -1.24 -4.87 -5.14
H -2.68 -0.56 4.30
H -2.36 -1.85 3.13
H 1.00 -1.85 -0.56
H 4.12 -0.12 -2.30
H -0.60 -4.56 2.38
H 1.79 2.42 -1.39
H -1.45 7.87 3.65
H -2.12 -1.16 -2.12
H 3.13 -3.58 -1.17
H 2.98 -2.03 4.40
H 2.22 1.53 -2.87
H -1.17 -5.99 -3.75
H -0.92 3.39 -1.01
H -1.30 3.61 -2.66
H -2.16 -2.91 -5.27
H 1.22 5.24 3.15
H 1.37 -3.31 1.45
H -2.63 -5.08 -4.06
H 4.00 -2.76 -2.50
H -3.08 -2.87 -0.71
H 0.12 -2.15 4.69
H -1.23 1.48 -4.59
H 2.22 -2.73 -2.44
H -0.53 -4.28 -2.28
H 3.10 0.56 -1.00
H 2.35 -0.22 -2.43
```

Largest force on an atom: 2.537 eV/A
Frontier orbital gap: 7.80 eV
Calculated total energy: -88755.983 eV
Total charge: -1

Löwdin population analysis, charges in e, atoms 1 to 2: number 1, Cd, carries 0.94; number 2, Cl, carries -0.38

=====

[2]
The following is a quantum chemistry calculation of a single C5H8N4O2S molecule in a non-equilibrium geometry, from the Open Molecules 2025 dataset.

Structure (XYZ):
```
20
Properties=species:S:1:pos:R:3
S 2.04 1.16 0.20
O -0.37 3.24 0.79
O -0.78 2.42 -1.17
N -3.38 0.47 0.15
N -1.76 -1.20 0.16
N 0.61 -1.21 0.25
N -0.76 2.33 0.06
C 3.58 0.22 -0.17
C 0.91 -0.02 0.30
C -1.15 1.16 0.66
C -1.98 0.19 -0.13
C -0.65 -1.77 0.31
H -1.25 1.20 1.73
H -3.76 1.13 -0.52
H -0.63 -2.84 0.47
H -3.91 -0.39 0.13
H 4.28 0.95 -0.54
H -1.72 0.33 -1.20
H 3.95 -0.24 0.74
H 3.37 -0.53 -0.92
```

Largest force on an atom: 3.428 eV/A
Frontier orbital gap (spin up / spin down): 7.68 / 7.69 eV
Calculated total energy: -26199.313 eV
Total charge: 0

Löwdin population analysis, charges in e, atoms 1 to 2: number 1, S, carries 1.00; number 2, O, carries 0.02

=====

[3]
The following is a quantum chemistry calculation of a 6-piece molecular cluster, C16H40Cl2O16P3 overall in a non-equilibrium geometry, from the Open Molecules 2025 dataset.

Structure (XYZ):
```
77
Properties=species:S:1:pos:R:3
Cl 17.25 1.44 13.72
Cl 17.79 4.36 13.31
P 17.67 -1.03 17.83
P 21.85 4.55 20.42
P 21.41 -1.28 11.60
O 22.81 3.25 20.01
O 21.63 0.35 11.87
O 19.87 -1.54 11.87
O 20.39 4.26 20.32
O 20.52 1.40 18.57
O 16.34 -1.58 17.13
O 18.20 -2.38 18.52
O 19.51 3.05 17.46
O 21.70 -1.51 10.05
O 17.42 0.17 18.72
O 22.37 5.01 21.91
O 24.18 -2.80 18.08
O 22.30 -2.13 12.46
O 22.70 -2.70 19.77
O 22.44 5.69 19.37
O 18.70 -0.74 16.59
C 17.34 3.05 14.48
C 18.98 -1.63 15.60
C 23.19 -2.49 17.11
C 21.46 4.93 22.96
C 19.50 -2.95 11.96
C 23.79 -2.99 19.31
C 19.30 -2.23 19.47
C 23.26 -1.08 16.47
C 22.61 5.47 17.96
C 21.01 1.65 16.37
C 15.75 -0.80 16.09
C 21.46 -0.48 9.04
C 21.18 0.92 13.12
C 24.90 -3.46 20.18
C 20.28 2.10 17.57
C 23.01 2.04 20.87
H 18.02 3.07 15.33
H 18.78 -2.65 15.91
H 21.54 -0.75 7.98
H 22.06 1.12 13.74
H 20.19 -2.75 19.12
H 21.69 5.85 17.51
H 18.74 -3.08 11.19
H 24.74 -4.19 20.97
H 24.08 1.89 21.01
H 20.46 -0.05 9.13
H 14.71 -0.59 16.31
H 24.28 -0.94 16.13
H 20.74 1.92 13.07
H 20.41 4.95 22.67
H 25.12 -2.55 20.75
H 16.40 3.24 15.01
H 20.39 1.78 15.48
H 21.95 2.17 16.20
H 22.22 -2.86 17.41
H 22.13 0.35 9.24
H 16.31 0.07 15.74
H 22.56 4.40 17.73
H 21.65 4.03 23.54
H 20.50 0.24 13.62
H 23.55 -3.15 16.32
H 21.51 5.76 23.68
H 22.50 2.01 21.84
H 20.18 -3.66 11.50
H 25.82 -3.65 19.62
H 18.35 -1.36 14.75
H 23.01 -0.36 17.26
H 19.63 -1.21 19.66
H 22.44 -1.14 15.75
H 19.10 -3.18 12.95
H 21.24 0.59 16.47
H 20.02 -1.69 15.26
H 22.70 1.14 20.35
H 15.73 -1.31 15.13
H 19.08 -2.83 20.35
H 23.50 5.76 17.40
```

Spin multiplicity: 2
⟨S²⟩: 0.75
Largest force on an atom: 4.334 eV/A
Frontier orbital gap (spin up / spin down): 10.66 / 7.21 eV
Calculated total energy: -102914.207 eV
Total charge: 0

Löwdin population analysis, charges in e, atoms 1 to 2: number 1, Cl, carries 0.54; number 2, Cl, carries 0.48

=====

[4]
The following is a quantum chemistry calculation of a 20-piece molecular cluster, C4H38BO27 overall, from the Open Molecules 2025 dataset.

Structure (XYZ):
```
70
Properties=species:S:1:pos:R:3
O 26.03 22.46 -4.82
O 23.83 29.06 -4.95
O 23.61 26.07 -4.77
O 27.41 23.90 -3.56
O 25.15 23.41 -8.42
O 25.27 26.24 -7.46
O 25.13 23.62 -2.86
O 29.36 22.90 -4.05
O 27.39 26.96 -2.95
O 22.95 21.76 -4.16
O 28.20 26.27 -6.56
O 24.91 22.73 0.19
O 25.42 20.56 -2.37
O 24.50 19.24 -4.82
O 27.67 21.06 -5.50
O 32.37 23.02 -3.87
O 25.50 24.84 -4.80
O 28.81 21.15 -8.60
O 20.48 27.87 -5.66
O 30.13 19.62 -6.71
O 21.07 26.41 -1.31
O 29.30 18.95 -3.56
O 23.18 24.52 -2.25
O 26.28 19.94 -7.81
O 30.51 24.25 -1.56
O 29.67 23.98 -7.57
O 22.37 24.21 0.78
C 28.18 22.99 -4.13
C 27.27 22.01 -4.89
C 24.10 24.45 -3.00
C 24.34 25.24 -4.30
B 26.04 23.72 -4.02
H 30.04 20.03 -7.58
H 29.40 23.06 -7.72
H 25.00 21.40 -2.58
H 23.14 21.64 -5.10
H 26.01 19.54 -6.97
H 21.53 25.58 -1.47
H 25.28 22.86 -7.64
H 27.54 26.33 -2.24
H 28.74 25.51 -6.84
H 28.85 20.84 -9.51
H 24.89 24.28 -8.08
H 20.96 27.21 -5.14
H 22.17 23.57 0.09
H 27.72 26.51 -3.74
H 25.58 22.49 -0.47
H 23.80 29.00 -3.99
H 23.34 24.22 0.81
H 30.63 23.96 -7.63
H 25.24 26.05 -6.51
H 27.92 20.91 -8.29
H 23.41 28.25 -5.25
H 29.26 19.75 -6.33
H 31.54 23.25 -4.31
H 31.07 24.85 -1.07
H 20.23 26.16 -0.92
H 24.20 18.91 -5.67
H 28.96 19.37 -2.76
H 24.16 20.14 -4.74
H 27.29 25.99 -6.70
H 22.05 22.09 -4.15
H 24.20 22.11 0.03
H 19.71 28.09 -5.12
H 29.17 19.61 -4.25
H 26.23 19.24 -8.46
H 32.57 22.14 -4.19
H 25.27 20.02 -3.16
H 31.04 23.97 -2.32
H 24.36 26.10 -7.74
```

Largest force on an atom: 0.723 eV/A
Frontier orbital gap: 9.70 eV
Calculated total energy: -60733.762 eV
Total charge: -1

Löwdin population analysis, charges in e, atoms 1 to 2: number 1, O, carries 0.21; number 2, O, carries -0.06

=====

[5]
The following is a quantum chemistry calculation of C20H18CdF6N4O4S2Sb as an isolated structure, from the Open Molecules 2025 dataset.

Structure (XYZ):
```
56
Properties=species:S:1:pos:R:3
Sb 0.06 3.02 1.26
Cd -0.09 0.02 -0.55
S 0.49 -3.32 -0.80
S 1.06 -2.16 1.76
F 0.06 -2.50 4.12
F -1.77 -4.23 -1.73
F -0.97 -5.35 -0.05
F -0.92 -3.72 2.62
F 1.06 -4.26 3.33
F -1.90 -3.42 0.28
O 2.67 1.98 2.12
O 1.19 -4.15 -1.72
O -0.02 -1.14 1.52
O 0.10 -2.00 -1.33
N 1.94 0.72 0.31
N 1.18 -3.25 0.57
N -1.94 0.77 0.55
N -0.13 1.99 -1.66
C -0.22 3.29 -3.64
C -3.64 1.19 2.68
C -0.09 3.10 -0.91
C 3.98 -0.39 1.04
C -1.63 1.68 1.50
C 3.15 0.01 0.07
C 3.79 -0.11 2.46
C -0.19 2.06 -2.99
C -3.98 0.30 1.66
C -3.10 0.12 0.59
C 3.33 -0.33 -1.38
C -3.46 -0.74 -0.57
C -2.46 1.91 2.58
C -1.14 -4.15 -0.56
C 0.25 -3.25 3.03
C -0.19 4.44 -2.89
C -0.20 0.76 -3.74
C 3.19 0.97 2.93
C -0.12 4.35 -1.51
C 1.75 1.61 1.20
H -1.03 0.13 -3.39
H -3.93 -0.12 -1.34
H 4.27 -0.86 -1.54
H 4.82 -1.01 0.76
H 3.05 1.20 3.98
H -4.91 -0.25 1.69
H 3.32 0.57 -1.98
H 0.73 0.21 -3.57
H -2.19 2.64 3.33
H -0.09 5.24 -0.90
H 4.19 -0.80 3.19
H -4.31 1.33 3.52
H -2.59 -1.22 -1.01
H -4.17 -1.52 -0.29
H -0.33 0.90 -4.81
H -0.21 5.41 -3.38
H 2.52 -0.98 -1.72
H -0.27 3.32 -4.72
```

Largest force on an atom: 0.357 eV/A
Frontier orbital gap: 8.30 eV
Calculated total energy: -84252.282 eV
Total charge: +1

Löwdin population analysis, charges in e, atoms 1 to 2: number 1, Sb, carries 1.58; number 2, Cd, carries 1.41

=====

[6]
The following is a quantum chemistry calculation of C48H94O21S5 as an isolated structure in a non-equilibrium geometry, from the Open Molecules 2025 dataset.

Structure (XYZ):
```
168
Properties=species:S:1:pos:R:3
S -0.31 0.41 -3.98
S -4.70 -0.47 -0.09
S -2.74 1.33 -2.17
S 0.89 0.93 0.20
S -0.09 3.51 2.00
O -5.89 0.23 -0.58
O 0.67 -2.69 -4.09
O -2.48 1.19 -0.70
O 1.53 1.46 1.42
O -1.27 0.92 -4.92
O 1.76 -3.01 0.51
O 3.32 5.53 -0.45
O -1.94 2.28 -2.93
O 2.53 6.35 -2.34
O 0.37 4.70 1.26
O -0.98 2.51 1.42
O -0.76 -0.43 -2.84
O -1.41 -5.63 -1.79
O 2.66 -0.80 4.77
O -1.94 0.64 3.46
O 0.26 4.02 -2.49
O 0.67 -3.31 4.02
O 1.18 1.54 -1.10
O 3.77 7.70 -0.97
O 4.09 -0.27 -1.48
O -3.70 -1.06 -1.02
C -0.05 -2.52 1.85
C 1.13 -0.89 0.13
C 2.07 3.50 -0.27
C 3.54 -4.31 1.28
C -4.74 -1.18 2.58
C 3.97 -2.16 -0.16
C 0.21 -0.47 3.49
C -2.22 -5.07 -1.04
C 2.79 -1.06 3.62
C -2.67 -0.33 -3.02
C 2.17 5.01 -2.42
C 3.21 6.62 -1.19
C -3.80 0.60 1.11
C -0.93 0.86 0.52
C 3.00 -2.48 3.13
C 1.51 3.10 4.22
C -1.97 4.71 -2.00
C -0.75 3.87 -1.86
C 2.97 -3.10 0.60
C 0.07 3.05 4.74
C -0.73 3.00 -0.67
C 0.30 -5.02 2.42
C 3.91 0.86 -1.07
C 4.22 2.15 -1.85
C 1.04 -0.56 -4.80
C -0.28 -1.42 -0.28
C -3.57 -0.25 2.34
C -3.37 -5.76 -0.56
C -0.12 -3.76 -2.08
C 3.42 1.08 0.37
C -1.35 -0.65 0.45
C 0.87 -2.96 -2.90
C 0.31 -3.60 2.88
C 2.92 4.41 -1.19
C -4.01 -0.42 -3.81
C 2.19 -2.74 -2.19
C -5.14 -1.76 1.16
C -2.01 -1.72 3.90
C 2.74 0.05 2.56
C -0.72 3.96 3.78
C 1.44 2.73 2.73
C -1.31 -0.42 3.66
C -5.06 0.27 -2.93
C 2.32 0.35 -4.61
C 2.18 1.28 -3.38
C -1.96 -3.68 -0.56
C -4.55 1.62 -2.48
C 0.76 1.82 -3.38
H 4.62 -2.75 -0.81
H -4.30 -5.38 -0.99
H 2.39 -3.72 -1.78
H -0.02 2.19 -0.80
H 1.10 4.98 -2.25
H 3.28 -0.09 -4.87
H 2.82 -3.25 3.88
H 2.92 2.08 -3.48
H 0.80 2.59 -4.14
H -1.64 -1.11 1.40
H 0.59 0.25 4.22
H 3.77 3.87 -1.59
H -2.01 5.51 -1.27
H -1.09 -3.83 -2.56
H 0.63 -5.10 1.38
H -4.49 -1.90 3.37
H -3.01 -1.39 4.18
H 3.51 -1.30 -0.64
H -4.20 -1.46 -4.09
H -3.37 0.46 3.14
H 0.34 2.29 -2.49
H -5.61 -0.65 2.98
H 4.41 -4.60 0.69
H 2.37 -2.67 2.26
H -0.71 -5.41 2.52
H -1.71 2.51 -0.61
H 3.73 0.46 2.37
H -1.45 -3.13 -1.35
H -2.07 5.26 -2.94
H -3.33 -6.82 -0.80
H 0.20 -4.77 -1.83
H 2.59 3.28 0.67
H 0.57 -0.48 -5.78
H -0.35 -2.51 -0.29
H -4.58 1.35 1.29
H -0.40 -1.27 -1.35
H 2.09 0.82 2.99
H -3.35 -5.55 0.51
H -2.84 4.07 -1.86
H -2.64 -0.80 2.18
H -0.89 1.32 1.51
H 2.90 -5.18 1.46
H 4.86 1.93 -2.71
H 2.24 3.16 2.13
H 1.40 1.68 2.47
H 2.11 3.97 4.48
H 1.17 4.02 0.06
H -2.84 -3.10 -0.31
H 2.24 -0.34 1.68
H -0.12 3.35 5.77
H -3.01 1.15 0.59
H 4.02 -2.43 2.75
H -0.31 2.04 4.56
H 3.03 -2.57 -2.88
H 0.70 -2.35 1.08
H -2.58 -1.04 -2.21
H -4.69 2.44 -3.19
H -1.80 3.96 3.90
H -0.24 -1.54 2.29
H 2.44 4.49 -3.35
H -4.51 -2.61 0.89
H 2.40 1.47 0.35
H 2.22 -1.97 -1.42
H 2.44 0.73 -2.48
H 3.87 -4.10 2.29
H 1.05 -1.56 -4.35
H 0.92 -5.60 3.10
H -0.36 4.99 3.86
H -1.64 -2.29 4.75
H 4.55 -1.69 0.64
H 3.33 0.14 0.92
H 4.94 2.76 -1.29
H -5.22 -0.34 -2.05
H 3.33 2.67 -2.20
H -1.28 -3.69 0.29
H -0.20 -3.22 -1.14
H -2.28 -0.72 -0.12
H 1.44 -1.24 1.12
H -1.38 1.62 -0.13
H 0.40 -0.09 2.49
H 2.01 2.25 4.70
H 1.78 2.57 -0.74
H -1.97 -2.45 3.09
H -6.17 -2.11 1.08
H -4.82 2.01 -1.50
H 0.62 -1.47 3.62
H -1.79 -0.17 -3.64
H 2.36 1.09 -5.41
H 4.08 1.65 1.02
H -3.94 0.09 -4.77
H -6.06 0.40 -3.37
H -0.57 3.58 0.24
H 1.85 -1.14 -0.65
H -0.99 -2.74 1.34
```

Largest force on an atom: 12.163 eV/A
Frontier orbital gap: 8.21 eV
Calculated total energy: -148410.016 eV
Total charge: 0

Löwdin population analysis, charges in e, atoms 1 to 2: number 1, S, carries 0.85; number 2, S, carries 0.86